C5H7NO | the ωB97M-V functional and the def2-TZVPD basis

Properties
HOMO-LUMO gap = 0.35927 hartree
Relative energy (zero: lowest compared OMol25 entry of this formula, charge and spin) = 2.6844 eV
HOMO level = -8.89 eV
SMILES = C[C@@H]1N[C@H]1C=C=O

Last columns: bonded neighbours and bond lengths (Å).
Element x y z (Å)
1 C 1.265 0.366 1.558  C2 1.498, H8 1.093, H9 1.089, H10 1.099
2 C 0.402 0.104 0.362  C1 1.498, N3 1.455, C4 1.486, H11 1.089
3 N 0.336 1.175 -0.620  C2 1.455, C4 1.455, H12 1.016
4 C -0.909 0.605 -0.128  C2 1.486, N3 1.455, C5 1.510, H13 1.089
5 C -1.509 -0.424 -1.057  C4 1.510, C6 1.323, H14 1.082
6 C -0.893 -1.585 -1.212  C5 1.323, O7 1.170
7 O -0.342 -2.606 -1.367  C6 1.170
8 H 1.182 -0.452 2.279  C1 1.093
9 H 1.046 1.323 2.029  C1 1.089
10 H 2.304 0.391 1.202  C1 1.099
11 H 0.417 -0.959 0.123  C2 1.089
12 H 0.492 0.952 -1.599  N3 1.016
13 H -1.570 1.252 0.447  C4 1.089
14 H -2.214 -0.181 -1.841  C5 1.082